Entry 1:
120
Properties=species:S:1:pos:R:3:lowdin_charge:R:1 method="wB97M-V/def2-TZVPD" charge=0 max_force_ev_per_a=1.1 smiles=COC[C@H](C)N.COC[C@H](C)N.COC[C@H](C)N.COCCNCCOC.CCO.CCO.CCO.CCO.CCO orbital_gap_ev=9.07 e_homo_ha=-0.317 energy_ha=-2084.91118 relative_energy_kj_mol=0.0
C -4.897 13.114 -19.608 -0.30
C -0.868 14.470 -17.316 -0.06
H -4.115 9.699 -23.701 0.09
H -7.955 11.119 -21.974 0.05
C -6.558 17.015 -17.126 -0.31
C -1.692 15.735 -17.394 -0.44
H -7.327 17.705 -16.779 0.11
H -6.356 11.098 -22.692 0.06
C -12.122 9.982 -15.925 -0.22
H -11.140 8.173 -15.211 0.12
O -5.059 14.445 -19.126 -0.11
H -2.175 14.323 -24.919 0.07
C -4.994 13.851 -23.208 -0.06
H -10.321 10.447 -16.579 0.07
H -12.339 10.650 -18.683 0.12
H -2.921 19.449 -16.818 0.09
H -12.224 8.933 -14.048 0.12
H -5.062 15.755 -16.188 0.06
H -10.856 11.324 -25.232 0.08
H -9.717 12.243 -23.266 0.12
H -5.955 11.715 -15.794 0.07
C -10.395 13.415 -24.983 -0.45
O -1.454 18.184 -17.458 -0.19
H -9.712 15.317 -25.247 0.07
O -7.189 16.120 -18.037 -0.10
H -9.927 8.850 -12.588 0.09
H -5.828 8.987 -21.510 0.10
N -3.178 14.358 -24.773 0.04
H -2.106 12.060 -23.839 0.13
C -3.522 13.648 -23.541 -0.45
H -2.435 9.794 -23.140 0.09
O -7.604 8.918 -20.442 -0.08
H -4.664 13.493 -13.670 0.08
O -9.589 12.308 -17.932 -0.20
H -9.069 14.254 -26.266 0.07
H -0.330 16.963 -16.207 0.13
C -0.815 16.961 -17.195 -0.22
O -9.544 14.274 -22.933 -0.19
N -2.400 15.770 -18.690 0.06
H -8.403 13.071 -24.138 0.12
C -8.463 14.332 -22.020 -0.09
H -3.446 15.328 -24.662 0.07
C -5.998 12.490 -15.022 -0.33
C -3.471 10.052 -22.884 -0.12
H -8.527 9.278 -17.259 0.08
H -3.994 12.487 -17.773 0.07
H -8.753 15.057 -21.263 0.09
H -13.051 9.523 -16.268 0.12
O -3.649 11.423 -22.654 -0.20
C -5.975 16.298 -15.911 -0.09
C -11.487 9.147 -14.838 -0.23
H -2.941 14.003 -22.675 0.14
H -12.375 10.934 -15.422 0.12
H -10.733 12.245 -19.652 0.13
C -10.517 12.176 -25.831 -0.07
H -12.116 11.993 -17.534 0.12
H -1.674 15.755 -19.402 0.09
H -8.188 12.581 -19.440 0.07
C -9.508 9.095 -13.572 -0.12
O -10.392 9.881 -14.328 -0.20
H -4.493 11.133 -18.792 0.07
C -8.642 13.105 -18.585 -0.11
C -9.452 13.161 -23.811 -0.22
H -1.938 18.779 -15.525 0.09
H -8.555 9.602 -13.434 0.08
C -11.625 11.132 -18.008 -0.21
C -6.439 9.041 -16.663 -0.29
N -11.185 10.157 -17.022 -0.05
H -1.534 13.607 -17.252 0.07
H -5.702 12.115 -17.890 0.05
O -5.859 8.856 -17.960 -0.09
H -6.487 15.683 -18.547 0.04
H -6.592 8.725 -18.576 0.04
H -4.173 14.825 -18.993 0.04
H -7.866 12.319 -14.461 0.08
O -6.999 12.221 -14.056 -0.07
H -5.710 9.546 -16.030 0.10
H -3.166 17.762 -16.340 0.06
H -7.848 13.386 -17.893 0.08
H -9.308 8.153 -14.102 0.09
C -2.420 18.543 -16.483 -0.09
C -4.774 12.129 -18.456 -0.06
H -9.521 11.875 -26.171 0.08
H -0.219 14.351 -18.186 0.08
H -2.873 16.664 -18.791 0.08
C -7.142 10.459 -22.279 -0.07
C -7.725 9.813 -16.746 -0.09
C -10.436 11.598 -18.815 -0.22
H -3.864 12.726 -15.064 0.06
H -9.054 14.044 -18.978 0.09
H -6.086 10.290 -20.375 0.10
H -5.160 13.453 -22.206 0.04
H -3.662 11.846 -24.688 0.13
H -5.287 14.898 -23.227 0.08
H -6.648 15.594 -15.431 0.07
H -7.612 10.794 -17.213 0.06
C -4.661 12.621 -14.324 -0.07
H -7.573 14.688 -22.549 0.07
H -3.722 9.519 -21.969 0.08
H -11.213 12.334 -26.648 0.08
H -8.286 13.361 -21.554 0.06
H -9.901 10.737 -19.241 0.12
H -0.240 14.433 -16.423 0.08
H -5.761 17.570 -17.634 0.10
H -5.786 12.852 -20.190 0.09
H -7.905 8.220 -21.031 0.09
C -6.589 9.670 -21.115 -0.30
H -8.135 10.064 -15.760 0.06
H -7.517 9.790 -23.056 0.08
N -9.952 14.522 -25.834 0.04
H 0.013 16.913 -17.915 0.13
H -4.048 13.105 -20.296 0.10
H -11.345 13.693 -24.522 0.14
H -4.438 11.736 -13.727 0.08
H -6.195 13.420 -15.574 0.09
H -6.619 8.047 -16.235 0.11
H -2.426 15.706 -16.582 0.13
C -3.199 12.183 -23.750 -0.23
H -5.618 13.227 -23.854 0.08
H -5.647 17.049 -15.182 0.07


Entry 2:
120
Properties=species:S:1:pos:R:3:lowdin_charge:R:1 method="wB97M-V/def2-TZVPD" charge=0 max_force_ev_per_a=1.6 smiles=CC(C)O.CC(C)O.CC(C)O.CC(C)O.CC(C)O.CC(C)O.CC(C)O.CC(C)O.CO.CO.CO.CO orbital_gap_ev=9.78 e_homo_ha=-0.355 energy_ha=-2017.63395 relative_energy_kj_mol=0.0
H 3.499 0.669 -4.774 0.07
O 4.525 2.697 2.122 -0.06
H 4.179 2.594 1.225 0.03
H -0.417 2.241 4.317 0.06
H 2.628 1.763 -2.125 0.11
O -2.596 -1.465 -2.051 -0.14
H -2.203 -1.177 4.235 0.07
H -3.768 -2.977 2.493 0.08
H -3.420 -0.005 4.961 0.09
C -3.089 -4.424 1.028 -0.46
O 3.275 -3.065 -2.434 -0.05
H -2.548 -1.065 -4.082 0.08
H 1.892 -0.431 -3.277 0.07
O 3.291 2.951 -0.558 -0.08
H 4.988 1.204 -2.861 0.08
H -0.752 5.121 2.544 0.08
H -0.103 -2.674 1.157 0.03
H 2.049 -1.433 3.670 0.07
H 2.668 0.138 -0.340 0.06
H 0.565 5.038 -0.488 0.09
H 0.721 -2.487 -1.879 0.06
H 2.216 -1.908 1.986 0.07
H -2.676 2.506 2.630 0.03
H -3.373 -2.565 -3.649 0.08
H -1.079 0.801 0.227 0.05
H 1.818 4.084 3.559 0.08
H -0.239 -1.720 3.086 0.11
H 4.276 0.631 0.182 0.09
H -4.848 -4.600 0.226 0.08
C 2.430 -5.253 -3.098 -0.06
H 3.265 0.546 3.191 0.08
C 2.691 0.775 -5.503 -0.05
C -1.639 4.846 1.972 -0.12
H -1.607 -2.470 -3.527 0.07
H -0.410 1.565 -5.222 0.09
C -3.928 0.890 0.057 -0.04
H -3.252 -0.757 -2.013 0.05
H -2.115 -5.578 -0.511 0.08
H -3.334 -0.028 0.088 0.06
H -2.519 4.949 2.605 0.09
C -3.460 1.834 -1.026 -0.46
C 3.621 0.541 -0.689 -0.03
C 0.404 -2.604 3.025 -0.47
C 3.429 2.724 3.039 -0.47
H 3.467 -3.372 -1.541 0.09
H 0.340 0.477 -0.749 0.06
H 0.119 -3.040 5.151 0.08
H 3.302 -5.391 -3.736 0.08
H -1.507 -3.878 -0.407 0.05
O -0.684 -1.205 0.013 -0.15
H 1.777 1.453 3.579 0.07
C 1.026 -0.170 -3.892 -0.05
C 0.262 4.147 -1.049 -0.13
H 3.176 4.840 2.700 0.08
O 0.010 -3.340 1.851 -0.08
C 2.557 3.944 2.767 -0.05
O -3.860 1.327 -2.318 -0.07
H 3.420 3.783 -1.027 0.12
C -2.533 -1.913 -3.391 -0.13
C 2.662 1.416 2.936 -0.05
C -3.317 -2.994 1.502 -0.05
C -0.216 0.138 0.128 -0.12
H 1.138 -3.874 -0.936 0.09
C -2.057 0.902 3.582 -0.49
H 1.580 1.859 -4.058 0.12
H -0.883 -4.021 4.078 0.08
O -1.677 3.513 1.470 -0.16
O 0.389 1.321 -5.700 -0.04
H -5.156 3.230 -0.834 0.08
H 3.833 2.805 4.049 0.14
H -1.420 1.595 5.555 0.08
H -3.602 -0.591 3.374 0.07
H 2.508 -3.099 3.274 0.08
H 0.783 -1.051 -4.491 0.08
O 0.510 2.980 -0.285 -0.16
C -2.370 -4.536 -0.309 -0.05
H 1.476 2.852 -0.266 0.04
C 4.754 2.105 -2.298 -0.03
C -1.005 1.355 4.572 -0.06
H 5.540 2.390 -1.600 0.09
H -1.116 -1.267 -0.853 0.04
H -0.818 4.214 -1.202 0.08
H 2.022 3.864 1.818 0.06
H 0.864 -4.317 4.249 0.08
C 0.091 -3.549 4.183 -0.05
C 3.487 1.847 -1.451 -0.45
H -3.821 1.341 1.045 0.08
C 2.141 -3.784 -2.895 -0.51
H 0.031 -4.009 -2.320 0.08
C -2.830 -0.297 4.091 -0.04
H 1.858 -3.359 -3.862 0.13
H 2.981 1.591 -6.166 0.09
O -3.000 1.950 3.356 -0.07
H -1.741 5.537 1.129 0.08
C 0.958 -3.552 -1.966 -0.06
H 4.053 -0.247 -1.307 0.08
H -2.393 -2.419 1.482 0.05
H -2.990 -4.287 -1.179 0.07
H 0.409 0.141 1.021 0.07
H 0.702 4.156 -2.050 0.08
C -4.064 3.241 -0.872 -0.05
H 4.558 2.907 -3.013 0.08
H -3.796 3.803 -1.768 0.08
H 0.146 0.028 -3.275 0.07
C 1.416 1.027 -4.756 -0.50
H -4.006 -2.482 0.821 0.08
H 1.578 -5.705 -3.612 0.08
O -4.368 -5.082 0.909 -0.07
H -2.379 1.964 -1.046 0.12
H 2.545 -5.764 -2.141 0.08
C 1.890 -2.257 2.967 -0.04
H -4.969 0.620 -0.125 0.10
H -1.548 0.700 2.632 0.12
H 2.290 1.247 1.921 0.06
H -3.682 3.712 0.032 0.06
H -2.610 -5.022 1.802 0.13
H -0.887 3.349 0.937 0.04
H 2.665 -0.145 -6.088 0.09
H -0.248 0.576 4.723 0.07
H -4.819 1.357 -2.385 0.09


Entry 3:
140
Properties=species:S:1:pos:R:3:lowdin_charge:R:1 method="wB97M-V/def2-TZVPD" charge=0 max_force_ev_per_a=6.1 smiles="COC[C@H](C)N.COC[C@H](C)N.COC[C@H](C)N.COC[C@H](C)N.NC(N)=O.NC(N)=O.NC(N)=O.NC(N)=O.OCCO.OCCO.OCCO.OCCO" orbital_gap_ev=8.61 e_homo_ha=-0.323 energy_ha=-2978.02629 relative_energy_kj_mol=0.0
N -1.026 -2.660 2.480 0.07
H 2.770 -5.476 2.020 0.12
H -4.344 -1.241 6.195 0.09
O -0.510 -3.854 -4.672 -0.18
C -2.087 4.483 -1.018 -0.46
O 5.396 -2.434 2.952 -0.08
C 0.754 3.326 2.513 -0.19
H -3.353 3.972 0.313 0.07
H -1.690 2.646 -3.841 0.07
C 0.841 -5.225 1.094 -0.20
O 0.821 -0.750 1.484 -0.05
C -3.297 -1.062 6.441 -0.12
H 0.075 0.874 2.242 0.03
C -3.679 -0.237 -0.254 -0.75
H 2.379 -1.394 2.307 0.03
H -1.684 -0.728 4.442 0.10
H -0.736 0.588 3.590 0.03
H -1.743 2.356 -1.167 0.06
C -2.186 -1.694 4.498 -0.23
C -0.177 5.275 -4.068 -0.06
H -3.427 -3.161 0.162 0.05
O -0.033 -0.019 -3.893 0.01
O 4.513 1.469 0.270 -0.04
C -0.945 -3.572 -3.362 -0.16
H 1.862 0.884 3.905 0.05
N -0.414 -0.815 -0.426 0.24
H 4.135 4.641 0.845 0.13
H 4.210 -0.180 3.925 0.13
H -4.566 -3.292 -4.110 0.07
N -2.387 -1.665 -4.043 0.03
H -5.930 -4.870 -1.199 0.11
O -0.560 4.526 -2.874 -0.25
O -3.263 -1.236 0.287 0.01
O 2.960 -3.962 0.672 -0.07
N 1.184 0.623 -0.279 0.22
H 5.140 -1.317 1.285 0.12
H -3.320 -3.896 -5.142 0.06
H 5.886 3.795 -3.018 0.09
C -0.028 -2.796 4.698 -0.04
H -3.150 -1.152 7.517 0.09
O -0.070 -4.286 0.429 -0.11
N -3.151 -4.076 -0.165 0.17
H 1.955 -3.992 2.427 0.09
H -2.308 1.120 -4.232 0.10
H 0.717 6.077 4.253 0.09
C 0.140 2.293 3.549 -0.39
H 0.679 0.922 5.205 0.08
H -0.597 2.897 4.078 0.12
C -0.743 -5.165 -5.057 -0.13
H -3.024 -0.626 -2.004 0.09
H -1.602 -1.153 -3.665 0.01
H -0.930 -4.428 -2.688 0.12
H 3.524 0.390 2.448 0.09
H 5.931 -0.444 2.635 0.12
H 0.017 5.873 2.509 0.09
H -0.327 6.353 -4.019 0.09
H -0.252 -2.030 2.326 0.03
C 1.154 1.524 4.430 -0.03
O 3.502 0.947 -2.926 -0.05
H -1.812 -3.772 3.970 0.14
C -4.157 -4.894 -0.541 -0.77
O 5.606 2.885 -3.142 -0.08
H -0.685 -0.158 -1.144 0.11
C 4.048 1.362 -4.142 -0.25
C -0.260 1.176 -3.899 -0.71
C -1.314 -2.804 3.916 -0.38
H 1.007 -6.063 0.416 0.12
H -1.509 -5.171 -5.832 0.08
H 3.212 0.040 -3.051 0.10
H -4.441 1.668 -0.212 0.08
C 4.605 2.567 1.038 -0.29
H -0.155 -3.009 5.759 0.08
H -0.296 -3.534 0.982 0.00
H -3.821 3.730 -1.201 0.06
H -0.968 -1.525 0.032 0.09
N -0.609 1.279 2.865 0.05
H 3.306 1.355 -4.941 0.12
H -2.601 4.336 -3.124 0.12
C 0.288 5.446 3.475 -0.09
H -0.821 4.904 -4.866 0.09
C -3.576 -3.748 -4.093 -0.05
H 1.096 0.750 -1.276 0.08
C 5.112 -1.106 2.354 -0.22
H 0.396 -5.616 2.009 0.11
H -2.194 -4.399 -0.170 0.08
O -2.350 -1.901 5.852 -0.17
H 1.817 2.254 4.895 0.07
H 1.412 1.734 -2.914 0.08
H 3.664 3.487 -3.759 0.11
C 3.997 3.717 0.284 -0.27
H -2.792 -2.835 -2.425 0.09
N -1.486 1.681 -4.057 0.19
H -0.343 3.268 -0.507 0.07
H 0.127 2.939 -3.081 0.06
H -1.788 -2.239 1.969 0.05
O 4.537 3.887 -0.963 -0.05
H -3.110 -1.561 3.936 0.13
C 0.522 -0.328 0.318 -0.67
H -3.700 -4.744 -3.668 0.07
H 5.638 2.817 1.280 0.13
H -1.998 5.955 -2.552 0.13
H 4.409 3.086 -1.477 0.04
H -0.012 3.628 1.798 0.09
C 3.914 -0.508 2.928 -0.27
N 0.495 2.011 -3.235 0.19
H 0.104 -5.589 -5.596 0.08
H 2.428 -3.808 -0.112 0.07
C 2.147 -4.684 1.607 -0.24
H 4.960 0.943 -4.568 0.13
N -4.126 0.894 0.355 0.18
H -0.311 -2.717 -3.128 0.11
H 5.211 1.449 -0.390 0.11
C 4.480 2.814 -4.019 -0.24
H 4.532 -2.851 2.909 0.05
H -1.802 3.037 0.499 0.06
H 0.475 -1.845 4.523 0.08
H -2.136 -1.953 -4.977 0.08
H -1.025 -5.833 -4.244 0.09
H -5.661 -3.466 -0.207 0.11
H -1.576 5.340 -0.580 0.14
N -3.744 -0.122 -1.506 0.21
H 2.907 3.707 0.248 0.10
H 2.042 0.849 0.204 0.11
C -1.429 3.172 -0.516 -0.05
H -0.597 5.089 4.003 0.08
H 1.675 2.952 2.066 0.11
H -4.082 0.778 -1.814 0.11
O -4.054 -6.083 -0.683 0.04
N -3.419 4.425 -0.587 0.05
C -1.898 4.871 -2.486 -0.17
H 4.867 3.231 -4.949 0.12
H 0.524 -3.688 4.402 0.08
O 2.873 -1.468 3.127 -0.08
O 1.226 4.401 3.252 -0.20
H 0.836 5.108 -4.436 0.09
H -4.280 0.898 1.353 0.12
H -3.118 -0.007 6.233 0.08
C -2.391 -2.971 -3.430 -0.41
N -5.292 -4.262 -0.706 0.15
H 4.237 2.376 2.047 0.11